Record 1
Density functional theory data (the ωB97M-V functional and the def2-TZVPD basis) for a structure of composition C33H50BrN6PdSSi4.

CARTESIAN COORDINATES (ANGSTROEM)
Pd  0.3665  1.8117  -0.1319
C  3.2055  0.6217  2.9590
C  3.1481  1.7041  3.8200
C  2.2717  2.7405  3.5361
C  1.4671  2.6634  2.4145
N  1.4792  1.5669  1.6112
C  2.3524  0.5910  1.8701
C  0.6274  3.7948  1.9493
C  0.3035  4.9447  2.6471
C  -0.4723  5.9040  2.0071
C  -0.9044  5.7147  0.7020
C  -0.5422  4.5440  0.0530
N  0.2069  3.6451  0.6903
C  -0.8466  4.1491  -1.3360
C  -1.3743  5.0130  -2.2737
C  -1.5083  4.5975  -3.5928
C  -1.0785  3.3306  -3.9380
C  -0.5732  2.5072  -2.9474
N  -0.4853  2.8803  -1.6722
H  3.9119  -0.1819  3.1138
H  3.7956  1.7597  4.6853
H  2.2480  3.6222  4.1610
H  2.3774  -0.2236  1.1604
H  0.6288  5.0984  3.6660
H  -0.7451  6.8085  2.5344
H  -1.5146  6.4623  0.2160
H  -1.6529  6.0176  -1.9879
H  -1.9171  5.2679  -4.3371
H  -1.1251  2.9732  -4.9574
H  -0.2150  1.5174  -3.1698
S  0.3688  -2.0926  0.7093
C  0.0984  -3.7704  0.1849
N  1.1134  -4.6030  0.2504
C  1.0023  -6.0263  -0.1395
C  -0.1003  -6.1706  -1.1733
C  -1.3796  -5.5296  -0.6661
N  -1.0887  -4.1562  -0.2033
H  2.0127  -4.2316  0.5156
H  0.7995  -6.6206  0.7522
H  1.9661  -6.3297  -0.5409
H  -0.2768  -7.2263  -1.3713
H  0.2077  -5.7080  -2.1122
H  -1.8045  -6.0907  0.1678
H  -2.1335  -5.4587  -1.4477
H  -1.8159  -3.4607  -0.2474
C  -3.5335  0.8604  -1.7375
Si  -2.9131  0.0914  -0.1342
C  -3.9039  -1.4473  0.2588
C  -3.1240  1.3799  1.2168
Si  -0.6536  -0.2918  -0.7718
Si  -0.2901  -2.2281  2.9576
C  -0.9548  -0.5187  3.2325
C  -1.5876  -3.5430  3.0020
C  1.2251  -2.6660  3.9180
Si  -0.6103  -1.6215  -2.8170
C  -2.1736  -2.6583  -2.9986
C  -0.6557  -0.5898  -4.3816
C  0.9791  -2.6165  -2.8664
H  -4.5851  1.1265  -1.5950
H  -3.4796  0.1926  -2.6000
H  -3.0026  1.7802  -1.9900
H  -4.9675  -1.1977  0.2049
H  -3.7154  -1.8152  1.2688
H  -3.7308  -2.2619  -0.4467
H  -3.9755  2.0130  0.9525
H  -2.2510  2.0257  1.3293
H  -3.3448  0.9411  2.1897
H  -2.0449  -0.5504  3.1980
H  -0.6153  0.2123  2.4985
H  -0.6717  -0.1563  4.2246
H  -2.4477  -3.3248  2.3693
H  -1.9504  -3.5970  4.0352
H  -1.2107  -4.5383  2.7624
H  2.0863  -2.0400  3.6881
H  1.5031  -3.7123  3.7747
H  0.9988  -2.5345  4.9811
H  -2.9444  -1.9987  -3.4079
H  -2.6427  -3.1750  -2.1658
H  -1.9770  -3.4033  -3.7773
H  -1.4561  0.1505  -4.3977
H  -0.8683  -1.3013  -5.1857
H  0.2962  -0.1096  -4.6184
H  1.0395  -3.4253  -2.1411
H  1.8334  -1.9557  -2.6983
H  1.1041  -3.0580  -3.8584
Br  5.1550  5.0670  0.9849
C  4.6526  3.5166  0.0468
C  5.5311  2.4602  -0.1244
C  5.0752  1.3408  -0.8032
C  3.7657  1.3188  -1.2574
N  2.9207  2.3392  -1.0996
C  3.3716  3.4243  -0.4744
H  6.5434  2.5161  0.2535
H  5.7311  0.4991  -0.9797
H  3.3787  0.4521  -1.7822
H  2.6868  4.2579  -0.3685

Summary:
- Kohn-Sham gap: 7.559 eV
- Net charge: +3
- Energy relative to the best compared isomer or geometry (same formula, charge and spin): 0.0000 eV
- HOMO: -15.53 eV
- 2S+1: 1
- Max |F|: 0.5 eV/A
- E: -159823.3327 eV

Löwdin population analysis, charges in e, atoms 1 to 2: Pd 0.753; C -0.023



Record 2
Density functional theory data (the ωB97M-V functional and the def2-TZVPD basis) for a structure of composition C24H23GeN2O2Y at a distorted geometry.

CARTESIAN COORDINATES (ANGSTROEM)
Y  1.2985  1.1806  -0.7786
C  0.8914  2.5440  1.4056
C  0.3529  3.1878  0.2650
C  1.4327  3.7429  -0.4685
C  2.6118  3.4394  0.2231
C  2.2805  2.6919  1.3665
H  0.3020  2.0293  2.1498
H  -0.6932  3.4000  0.0904
H  1.3273  4.3419  -1.3621
H  3.6034  3.7386  -0.0822
H  2.9689  2.2940  2.0956
N  3.8090  1.1947  -1.1087
N  4.0338  -0.2076  -1.1154
C  3.2900  -0.9285  -0.1470
O  3.4920  -2.1022  0.0223
O  2.3755  -0.1727  0.3972
H  4.2542  1.5750  -1.9384
H  4.2184  1.6179  -0.2800
H  4.9858  -0.5274  -1.2386
C  -0.0137  -4.0349  3.1591
C  -0.0500  -2.7139  3.5850
C  -0.3229  -1.7019  2.6804
C  -0.5692  -2.0034  1.3430
C  -0.5219  -3.3318  0.9217
C  -0.2489  -4.3441  1.8276
Ge  -0.9823  -0.6092  0.0827
C  -0.5786  -0.8987  -1.7972
C  -1.4502  -0.5831  -2.8467
C  -1.0613  -0.7896  -4.1601
C  0.2066  -1.2842  -4.4505
C  1.0903  -1.5829  -3.4241
C  0.7029  -1.3901  -2.1020
C  -2.5200  0.4701  0.5510
C  -2.9381  1.5441  -0.2360
C  -4.0345  2.3071  0.1285
C  -4.7264  2.0083  1.2949
C  -4.3206  0.9455  2.0886
C  -3.2235  0.1816  1.7216
H  0.2043  -4.8237  3.8662
H  0.1417  -2.4740  4.6219
H  -0.3280  -0.6728  3.0227
H  -0.7014  -3.5863  -0.1171
H  -0.2174  -5.3721  1.4938
H  -2.4413  -0.2012  -2.6341
H  -1.7496  -0.5691  -4.9649
H  0.4989  -1.4434  -5.4794
H  2.0703  -1.9846  -3.6445
H  1.3808  -1.6889  -1.3036
H  -2.4135  1.7940  -1.1543
H  -4.3516  3.1329  -0.4941
H  -5.5822  2.6032  1.5831
H  -4.8625  0.7075  2.9938
H  -2.9210  -0.6499  2.3468

Summary:
- Kohn-Sham gap (alpha / beta): 6.884 / 7.306 eV
- Net charge: +1
- Energy relative to the best compared isomer or geometry (same formula, charge and spin): 0.6043 eV
- HOMO (alpha / beta): -10.34 / -11.91 eV
- 2S+1: 2
- Max |F|: 1.4 eV/A
- E: -89890.1948 eV

Löwdin population analysis, charges in e, atoms 1 to 2: Y 1.533; C -0.187



Record 3
Density functional theory data (the ωB97M-V functional and the def2-TZVPD basis) for an isolated molecule of C4H4N2OS at a distorted geometry.

CARTESIAN COORDINATES (ANGSTROEM)
N  1.7514  -0.9463  -2.4452
C  0.8952  -0.8695  -1.5681
C  0.1587  -0.9892  -0.4142
N  -0.1841  0.1835  0.3349
C  0.4825  0.6590  1.3535
O  1.4284  0.1335  1.8101
C  -1.3418  0.9324  0.0459
S  -2.4300  0.8393  -1.0993
H  -0.5100  -1.7672  -0.7164
H  1.0889  -1.5623  0.0962
H  0.2684  1.6716  1.6329
H  -1.6076  1.7152  0.9696

Summary:
- Kohn-Sham gap: 9.083 eV
- SMILES: N#CCN(C=O)C=S
- Energy relative to the best compared isomer or geometry (same formula, charge and spin): 2.9251 eV
- HOMO: -9.62 eV
- 2S+1: 1
- Max |F|: 12.0 eV/A
- E: -20072.8046 eV

Löwdin population analysis, charges in e, atoms 1 to 2: N 0.151; C -0.231



Record 4
Density functional theory data (the ωB97M-V functional and the def2-TZVPD basis) for a structure of composition C13H25Cl3LaNO4P2 at a distorted geometry.

CARTESIAN COORDINATES (ANGSTROEM)
C  -0.7790  0.7970  -3.6248
C  -0.8796  0.2788  -2.3251
N  0.0043  0.6657  -1.3584
C  0.7894  1.7389  -1.6286
C  0.8358  2.3716  -2.8704
C  0.0605  1.8675  -3.9038
C  -1.8846  -0.8012  -2.0580
P  -2.5204  -0.9490  -0.3247
La  0.0314  -0.8595  1.1128
P  2.2622  1.2665  0.8229
C  1.6396  2.3781  -0.5467
O  -0.6153  -3.0169  -2.2001
O  -0.1523  -2.8633  0.1905
H  -1.4507  0.3710  -4.3659
H  1.4880  3.2326  -2.9812
H  0.0655  2.3332  -4.8792
C  -3.8705  0.2249  -0.3944
C  -3.3936  -2.5625  -0.2213
H  2.5362  2.8338  -0.9956
H  1.0782  3.1630  -0.0042
H  -1.3088  -1.8954  -2.1511
H  -2.7200  -0.7315  -2.7705
C  2.7718  2.5693  2.0145
C  3.9450  0.9596  0.1214
H  2.2226  -1.9806  0.0895
H  0.3417  -3.5867  0.6060
H  -0.1838  -2.9617  -1.2002
H  -0.0451  -2.9438  -2.9924
H  0.0749  1.2319  1.6622
H  2.6290  -1.3737  0.1572
H  -4.6621  -0.1722  -1.0326
H  -4.2314  0.3783  0.6268
H  -3.5061  1.1696  -0.8041
H  -4.2423  -2.6006  -0.9159
H  -2.7383  -3.4260  -0.3965
H  -3.7756  -2.6508  0.8065
H  4.5122  1.9022  0.0868
H  4.4798  0.2404  0.7591
H  3.8557  0.5446  -0.8911
H  3.6750  3.0903  1.6693
H  1.9464  3.2854  2.1261
H  2.9785  2.0946  2.9829
Cl  -0.6810  -0.1193  6.4661
C  -0.3035  -0.2517  4.7852
Cl  -1.7494  0.2339  3.7570
Cl  1.0816  0.7306  4.3770
C  0.0469  -1.7443  4.3609
O  0.0788  -2.6274  5.1847
O  0.2629  -1.8356  3.0712

Summary:
- Kohn-Sham gap: 7.241 eV
- Energy relative to the best compared isomer or geometry (same formula, charge and spin): 0.1379 eV
- HOMO: -6.95 eV
- 2S+1: 1
- Max |F|: 3.2 eV/A
- E: -80571.1084 eV

Löwdin population analysis, charges in e, atoms 1 to 2: C -0.037; C -0.321



Record 5
Density functional theory data (the ωB97M-V functional and the def2-TZVPD basis) for a structure of composition C18H20N5OPdS.

CARTESIAN COORDINATES (ANGSTROEM)
Pd  0.2210  0.1147  -0.8423
C  2.7424  2.3914  1.6279
C  2.0401  1.7207  0.5033
N  0.9015  1.1337  0.6181
N  0.2068  1.0813  1.7947
C  -0.8950  0.3867  1.6320
O  -1.2519  -0.1632  0.5114
C  -1.7719  0.1739  2.8013
C  -3.0338  -0.3870  2.6200
C  -3.8643  -0.5899  3.7094
C  -3.4343  -0.2394  4.9820
C  -2.1762  0.3184  5.1663
C  -1.3447  0.5276  4.0795
C  2.5736  1.6978  -0.8686
C  3.7737  2.2859  -1.2218
C  4.1632  2.2767  -2.5531
C  3.3340  1.6961  -3.4939
C  2.1549  1.1075  -3.0692
N  1.7865  1.0868  -1.7915
H  2.1516  2.3254  2.5349
H  2.9198  3.4407  1.3859
H  3.7122  1.9177  1.7948
H  -3.3636  -0.6452  1.6233
H  -4.8479  -1.0174  3.5688
H  -4.0829  -0.4002  5.8330
H  -1.8447  0.5891  6.1596
H  -0.3635  0.9605  4.2126
H  4.3901  2.7512  -0.4664
H  5.0978  2.7329  -2.8497
H  3.5864  1.6918  -4.5442
H  1.4737  0.6485  -3.7693
C  0.4068  -1.7727  -3.4732
N  -0.5285  -1.6336  -2.3568
C  -1.9386  -1.9268  -2.6805
C  -2.5369  -2.2360  -1.3170
N  -1.3631  -2.7684  -0.6276
C  -0.2205  -2.3101  -1.1521
S  1.2976  -2.3725  -0.4888
H  0.1234  -1.0676  -4.2524
H  0.3595  -2.7867  -3.8782
H  1.4175  -1.5840  -3.1255
H  -1.9661  -2.8102  -3.3256
H  -2.4028  -1.0905  -3.1958
H  -3.3350  -2.9718  -1.3691
H  -2.8903  -1.3361  -0.8115
H  -1.3776  -2.9479  0.3648

Summary:
- Kohn-Sham gap: 7.337 eV
- Net charge: +1
- Energy relative to the best compared isomer or geometry (same formula, charge and spin): 1.0288 eV
- HOMO: -11.22 eV
- 2S+1: 1
- Max |F|: 0.8 eV/A
- E: -42798.1740 eV

Löwdin population analysis, charges in e, atoms 1 to 2: Pd 0.972; C 0.005



Record 6
Density functional theory data (the ωB97M-V functional and the def2-TZVPD basis) for a cluster of 2 separate species, C3H7O2S2 in total at a distorted geometry.

CARTESIAN COORDINATES (ANGSTROEM)
C  -1.4439  -0.2301  2.0830
C  -0.1190  -1.8387  0.7025
C  -0.3965  -0.5241  1.3230
O  2.3831  2.8035  -1.3355
O  0.4713  2.9861  -2.8393
S  1.2026  0.1355  -2.2929
S  1.0649  2.3433  -1.6908
H  -2.1152  -1.0133  2.5020
H  0.4134  0.6125  -3.2813
H  -1.8308  0.7912  2.3861
H  0.8131  -2.4098  0.9902
H  0.2449  -1.5500  -0.2991
H  -0.9248  -2.4230  0.7510
H  0.2369  0.3169  1.0012

Summary:
- Kohn-Sham gap: 7.098 eV
- Net charge: -1
- Energy relative to the best compared isomer or geometry (same formula, charge and spin): 1.8360 eV
- HOMO: -3.48 eV
- 2S+1: 1
- Max |F|: 5.2 eV/A
- E: -28990.1607 eV

Löwdin population analysis, charges in e, atoms 1 to 2: C -0.052; C -0.125